DFT (ωB97M-V/def2-TZVPD) results for the molecule C5H12N2O in a non-equilibrium geometry.

XYZ file:
```
20
Properties=species:S:1:pos:R:3:forces:R:3
C 2.18125 -0.29324 0.06374 0.7 -1.2 3.8
C 0.73624 -0.60831 -0.45318 -0.1 -2.1 -3.4
N 0.21545 -1.92442 0.09946 -0.8 0.4 -0.2
C -0.45207 0.35607 -0.19073 2.2 -0.3 -0.7
C -1.91617 0.07535 -0.54171 -1.3 -1.0 -1.5
O -2.50752 -0.80268 0.42186 0.5 0.4 0.0
C -0.02232 1.72506 -0.26693 -0.5 1.6 -0.7
N -0.20550 1.12701 1.04197 0.6 -0.4 1.4
H 2.89624 0.32652 -0.53012 -0.8 -1.1 -0.2
H 2.07896 0.38129 0.99949 0.6 -1.2 -1.1
H 2.76018 -1.37537 0.58717 -1.9 3.4 -2.1
H 1.00712 -0.68933 -1.70270 -1.5 -0.1 3.3
H -0.83791 -1.98477 -0.10467 2.1 0.1 0.0
H 0.14142 -1.76155 1.11656 0.4 -0.2 -0.4
H -2.51779 1.01267 -0.41437 0.9 -0.3 -0.7
H -2.17937 -0.41528 -1.59595 1.2 1.3 2.1
H -2.20436 -0.26399 1.15991 -0.5 -0.7 1.3
H 0.97621 1.88204 -0.70281 -0.6 0.4 0.4
H -0.88000 2.37776 -0.51100 1.2 0.4 0.0
H 0.72994 0.85516 1.52402 -2.4 0.6 -1.3
```
Forces are in eV/Å.

Results
Total charge: 0
Lowest unoccupied orbital energy: 0.9254 eV
Frontier orbital gap: 10.20 eV
Spin multiplicity: 1
Total energy: -382.3148 hartree
Energy above the lowest of the compared OMol25 structures with the same formula, charge and spin: 117.8 kcal/mol
SMILES string: C[C@@H](N)[C@]1(CO)CN1

Table of Mulliken atomic charges, one value per atom, all in e: C -1.2035; C 0.4475; N -0.8212; C 1.0012; C -0.8703; O -0.5196; C -0.8798; N -0.7166; H 0.3368; H 0.2337; H 0.2810; H 0.2116; H 0.3836; H 0.3114; H 0.3442; H 0.2170; H 0.3564; H 0.2247; H 0.2903; H 0.3716